This record from OMol25 describes C22H49BrClIN8O8P3Si as an isolated structure in a non-equilibrium geometry. The level of theory is the ωB97M-V functional and the def2-TZVPD basis.

Calculated values
- HOMO: -4.337 eV
- DFT total energy: -6553.191496 hartree
- Molecular weight: 916.95 g/mol
- Orbital gap: 0.2168 hartree
- Lowest unoccupied orbital energy: 1.6 eV
- Max |F|: 5.70 eV/Å

ORCA input file:
```
! wB97M-V def2-TZVPD RIJCOSX def2/J DEFGRID3
* xyz -1 1
C -3.258 3.041 0.543
Si -1.650 2.052 0.236
C -0.790 1.878 1.974
C -0.466 2.916 -1.036
C 0.912 2.055 -1.180
C 1.965 2.992 -1.946
C 3.316 2.246 -2.367
C 3.086 1.013 -3.381
C 3.516 -0.383 -2.645
C 2.588 -1.620 -3.091
C 1.837 -2.378 -1.893
C 2.779 -2.886 -0.700
P 4.132 -4.193 -1.096
O 5.091 -3.688 -2.424
Cl 5.390 -4.300 0.635
C 1.722 -3.824 0.158
O 1.535 -3.394 1.535
P 2.006 -1.700 1.598
I 3.703 -2.414 3.339
P 2.652 0.380 2.124
O 2.972 0.442 3.827
Br 4.652 0.728 1.068
O 3.190 -1.911 0.318
C -1.900 0.271 -0.417
C -1.871 -0.027 -1.958
C -2.036 -1.542 -2.343
C -2.202 -2.681 -1.317
C -2.252 -2.320 0.185
C -2.096 -0.851 0.659
H -4.033 2.505 1.198
H -3.742 3.465 -0.417
H -2.951 3.980 1.152
H 0.011 2.683 2.083
H -1.618 1.920 2.761
H -0.309 0.842 2.011
H -0.966 2.891 -2.079
H -0.208 3.990 -0.748
H 1.346 1.772 -0.146
H 0.757 1.117 -1.832
H 2.234 3.855 -1.229
H 1.487 3.489 -2.868
H 3.907 1.961 -1.432
H 3.957 3.025 -2.938
H 3.840 1.138 -4.240
H 2.035 0.964 -3.826
H 4.589 -0.632 -2.990
H 3.496 -0.166 -1.527
H 1.758 -1.217 -3.789
H 3.168 -2.386 -3.732
H 0.942 -1.763 -1.497
H 1.361 -3.326 -2.353
H 5.025 -2.723 -2.595
H 2.020 -4.928 -0.016
H 0.653 -3.710 -0.263
H 0.934 -1.227 0.745
H 0.997 -1.572 2.652
H 3.880 0.797 3.983
H -1.716 0.803 -2.720
H -1.981 -1.765 -3.467
H -2.283 -3.771 -1.661
H -2.363 -3.127 0.988
H -2.105 -0.634 1.773
C 0.082 -6.497 -1.841
O -0.725 -5.601 -2.037
N 0.354 -6.982 -0.605
N 0.782 -7.087 -2.843
H 1.016 -7.717 -0.433
H -0.140 -6.574 0.171
H 0.614 -6.759 -3.779
H 1.448 -7.823 -2.692
C -6.540 4.725 1.509
O -6.155 3.593 1.272
N -7.245 5.466 0.615
N -6.300 5.350 2.691
H -7.566 6.399 0.803
H -7.448 5.044 -0.277
H -5.780 4.840 3.386
H -6.612 6.281 2.897
C -5.767 8.302 -1.903
O -6.689 7.662 -2.384
N -5.181 7.973 -0.724
N -5.243 9.401 -2.503
H -4.423 8.492 -0.320
H -5.537 7.162 -0.242
H -5.646 9.684 -3.380
H -4.486 9.934 -2.116
C 4.281 -5.188 6.613
O 5.362 -4.634 6.488
N 3.223 -4.929 5.808
N 4.040 -6.119 7.577
H 2.333 -5.382 5.908
H 3.349 -4.242 5.073
H 4.797 -6.345 8.200
H 3.157 -6.581 7.689
*
```

Löwdin atomic charge list, values in e, 5 entries: atom 1 (C): -0.2311, atom 2 (Si): 0.5421, atom 3 (C): -0.2164, atom 4 (C): -0.2722, atom 5 (C): -0.2434